Record 1
Here is C4H4LiO2Tl as an isolated structure in a non-equilibrium geometry from OMol25. Energies are from ωB97M-V with the def2-TZVPD basis set.

Calculated values
Charge: +2
Orbital gap: 3.767 eV

```
12
Properties=species:S:1:pos:R:3:forces:R:3:nbo_charge:R:1
Tl -4.6026 -3.7561 1.5087 -1.04 -0.67 -0.19 1.03
O -0.9848 -0.9862 1.0197 -1.86 -0.73 0.10 -0.82
O -0.5398 0.6674 -1.1780 -1.28 -2.47 2.82 -0.61
C 0.6601 1.0180 -0.9289 -1.37 0.04 -0.01 0.55
C 0.1752 -0.6247 1.3080 0.92 2.44 -2.80 0.50
C 1.1000 0.1018 0.8220 1.31 -0.97 0.26 -0.41
C 1.5383 1.8206 -1.5094 0.77 -0.91 1.32 -0.55
Li -2.2484 -2.2166 1.8955 1.50 1.18 -0.13 0.95
H 1.2827 2.3055 -2.4512 -0.12 -0.25 0.25 0.29
H -1.0965 -0.1962 -0.2226 1.62 1.66 -1.66 0.52
H 2.1738 -0.0466 0.8340 -0.08 0.49 0.19 0.30
H 2.5420 1.9131 -1.0978 -0.35 0.19 -0.15 0.26
```
Positions in Å, forces in eV/Å.

---

Record 2
Here is C44H55AuN7OS2Te as an isolated structure from OMol25. Energies are from ωB97M-V with the def2-TZVPD basis set.

Calculated values
Charge: +2
Orbital gap (alpha / beta): 6.818 / 6.564 eV
⟨S²⟩: 0.756
Spin multiplicity: 2

```
111
Properties=species:S:1:pos:R:3:forces:R:3:mulliken_charge:R:1
Au -0.0521 -2.5335 0.3126 0.09 -0.05 0.26 0.08
Te -4.3878 -0.6746 -1.3971 0.08 0.06 0.00 0.85
S -1.5320 -0.6390 3.4432 -0.02 -0.02 -0.01 -0.20
S 0.8161 -1.0681 -2.9895 0.02 -0.01 -0.01 -0.34
O -1.8863 -3.4140 0.1406 -0.17 -0.10 -0.27 -0.70
N 0.3252 1.0352 0.3584 0.04 0.01 0.07 1.46
N -1.8741 1.2786 1.6035 0.13 0.22 0.14 0.62
N 2.2615 -3.3629 1.8787 0.01 0.00 0.04 -0.41
N -2.9950 -1.4935 -0.2567 -0.04 0.11 -0.18 -0.16
N 1.7754 -1.5998 0.5201 -0.01 0.00 -0.09 0.33
N -3.8712 0.7479 2.9933 0.02 0.09 -0.02 -0.27
N 2.8981 -2.4356 -2.0620 -0.03 -0.01 0.01 -0.06
C -3.1678 0.9941 -1.8576 0.05 -0.08 -0.01 1.03
C 2.7629 -2.4154 1.0745 0.05 0.07 -0.02 0.06
C -0.2983 -0.3285 2.2837 0.00 -0.02 -0.09 -0.67
C -1.5800 3.1660 -2.6542 0.03 -0.03 0.00 0.42
C 4.5410 3.4710 -1.1149 0.00 0.00 -0.01 -1.77
C 6.9979 -1.7353 1.8051 0.00 -0.01 -0.02 -1.48
C 4.1419 -2.3021 0.8630 -0.06 0.00 0.01 0.14
C 0.7649 0.1980 -0.7083 -0.02 -0.02 -0.02 -1.14
C -8.5418 2.0493 2.6455 0.00 0.00 0.00 -1.61
C 5.4923 2.3679 0.9371 -0.01 -0.01 -0.01 -1.57
C -5.9080 2.2513 -1.5991 -0.06 0.07 0.03 -1.52
C -3.9301 -3.7474 -0.9385 -0.01 0.04 -0.05 -1.08
C 4.8061 2.1278 -0.4178 0.00 0.00 0.01 1.91
C 3.2638 0.1818 -0.6673 -0.03 0.07 -0.03 -1.31
C -2.8962 -2.8196 -0.3361 0.00 -0.06 0.22 0.73
C 5.7683 1.3215 -1.2899 0.00 0.00 0.00 -2.05
C 3.4660 1.4154 -0.1885 0.03 -0.03 0.03 1.46
C -0.7451 4.3339 -3.0908 0.00 0.00 0.00 -1.85
C 7.3210 -4.2073 1.8188 0.00 0.00 0.01 -2.29
C 4.4824 -4.1821 2.2790 0.02 -0.01 -0.04 -0.19
C -2.9139 1.7352 0.5654 -0.03 -0.14 -0.01 -0.21
C -7.1541 2.0586 0.5484 0.00 0.02 0.02 -0.96
C -7.5810 1.3975 1.6945 0.03 -0.02 -0.02 0.37
C -1.7945 2.8890 -1.3128 0.04 -0.05 0.02 -0.97
C -0.5778 0.5530 1.3279 -0.05 -0.12 0.01 -1.48
C -2.9763 1.2496 -3.2251 0.04 -0.01 0.00 0.59
C -6.2541 1.4894 -0.3439 -0.05 0.06 -0.05 1.58
C -2.5465 0.5360 2.7300 0.03 -0.05 0.01 -0.11
C 2.0145 -0.6786 -0.5740 -0.05 0.00 0.05 1.85
C 6.5214 -3.0628 1.1973 0.00 0.02 0.02 2.25
C -3.5976 0.4095 -4.3141 0.01 0.01 0.02 -1.73
C -6.2090 -0.5101 1.0605 -0.02 -0.09 0.01 0.77
C 5.0254 -3.2043 1.4573 0.02 0.00 0.01 -0.64
C -2.1822 2.3300 -3.5917 0.00 -0.02 0.01 -1.28
C -7.1115 0.1075 1.9178 -0.02 0.03 0.00 -0.81
C -5.7539 0.2185 -0.0444 0.04 -0.13 -0.02 -0.26
C 2.5116 2.1797 0.6183 0.01 0.00 0.01 -1.19
C 2.0195 -1.4974 -1.8641 -0.02 -0.01 -0.05 -0.59
C 3.1076 -4.2012 2.4616 -0.03 0.02 0.01 -1.08
C 0.1466 0.1211 -1.8769 0.01 0.07 0.04 0.13
C -5.8283 -1.9463 1.3230 -0.05 0.02 0.02 -1.27
C -2.5682 1.8092 -0.8932 0.05 0.03 -0.01 0.68
C 1.2170 1.9959 0.8728 -0.05 -0.02 -0.03 -0.59
C 6.7817 -3.0534 -0.3157 0.00 -0.02 -0.02 -1.46
H -9.0710 1.3105 3.2445 0.00 0.00 0.00 0.39
H -1.3620 5.0748 -3.6011 0.00 0.00 0.00 0.39
H -1.5581 2.1576 2.0296 0.04 0.05 -0.12 0.60
H 7.8527 -2.9783 -0.5082 0.00 0.01 0.00 0.49
H 8.0665 -1.6049 1.6270 0.00 0.00 0.00 0.48
H -9.2753 2.6517 2.1116 0.00 0.00 0.00 0.41
H 6.6830 1.8963 -1.4336 0.00 0.00 -0.01 0.50
H -8.0092 2.7138 3.3290 0.00 0.00 0.00 0.30
H -3.1692 2.7447 0.8863 -0.08 -0.05 0.07 0.73
H 6.0567 0.3773 -0.8203 -0.02 0.00 0.00 0.35
H 4.0527 -0.2487 -1.2671 0.01 0.01 0.01 0.92
H -6.2500 -2.2846 2.2681 0.01 0.01 0.00 0.40
H -3.3392 0.8089 -5.2922 0.00 -0.01 0.00 0.51
H 4.0320 3.3199 -2.0692 0.01 0.00 0.00 0.38
H -4.9914 2.8363 -1.4919 -0.09 -0.02 -0.02 0.25
H 6.4745 -0.8848 1.3629 0.01 0.01 0.00 0.10
H 2.8828 -3.0213 -2.8852 0.01 0.00 0.00 0.30
H -4.9591 -3.4466 -0.7327 0.18 -0.07 -0.07 0.23
H -7.4817 -0.4508 2.7704 -0.01 0.00 0.01 0.42
H 4.9003 2.9899 1.6075 0.01 0.01 0.01 0.33
H 2.6588 -4.9427 3.1133 0.00 -0.01 -0.01 0.42
H 0.7369 2.6698 1.5754 0.01 0.01 0.00 0.47
H -4.1176 1.3872 3.7383 0.02 -0.01 0.02 0.21
H 5.4884 3.9732 -1.3133 0.00 0.01 0.00 0.46
H -6.7131 2.9420 -1.8404 -0.02 0.01 0.00 0.61
H 3.9354 4.1437 -0.5071 -0.01 -0.01 0.00 0.35
H 6.4236 -3.9753 -0.7798 0.00 0.00 0.00 0.35
H -4.6874 0.3946 -4.2497 -0.02 0.00 0.00 0.34
H -3.2513 -0.6258 -4.2792 -0.01 -0.01 0.00 0.31
H -3.7859 1.1246 0.7595 0.08 -0.07 -0.06 -1.12
H 2.9220 3.0451 1.1191 0.00 0.01 -0.01 0.40
H 5.0939 -4.9204 2.7740 0.00 0.01 0.00 0.58
H -0.7204 0.6641 -2.2032 -0.04 0.05 0.01 0.01
H 6.3022 -2.2049 -0.8107 0.00 0.00 0.01 0.17
H -4.4687 -0.0675 2.9743 -0.03 0.02 0.00 0.19
H -0.2622 4.8181 -2.2440 0.00 0.00 0.00 0.40
H -7.5563 3.0393 0.3210 -0.01 0.01 0.01 0.52
H 4.5398 -1.4859 0.2813 0.02 -0.02 0.01 0.38
H 5.6950 1.4226 1.4435 0.00 0.00 0.01 0.23
H 6.4432 2.8776 0.7777 0.00 0.00 0.00 0.51
H 6.8259 -1.7163 2.8822 0.00 0.00 0.00 0.39
H -1.3572 3.5454 -0.5671 0.00 0.00 0.01 0.41
H -6.2435 -2.5974 0.5483 -0.04 0.06 0.08 0.28
H 7.2417 -4.2106 2.9067 -0.01 -0.01 0.00 0.42
H -3.7655 -4.7505 -0.5568 -0.01 -0.01 0.01 0.37
H 8.3756 -4.0913 1.5679 0.00 0.00 0.00 0.43
H 5.3511 1.1150 -2.2777 0.01 0.01 -0.01 0.38
H 0.6543 -0.8345 2.3419 0.00 -0.02 0.01 0.69
H 3.5326 -2.6893 -1.3040 0.00 -0.01 -0.01 0.20
H -3.7926 -3.7787 -2.0223 0.00 -0.01 0.00 0.29
H -2.0369 2.5324 -4.6469 0.00 0.01 0.00 0.46
H 6.9936 -5.1784 1.4441 0.01 0.00 -0.01 0.46
H -5.7836 1.5947 -2.4641 -0.03 0.04 0.01 0.20
H 0.0274 4.0171 -3.7923 0.00 0.00 0.00 0.42
H -4.7496 -2.1057 1.3469 -0.06 0.06 0.06 0.30
```
Positions in Å, forces in eV/Å.

---

Energy above the lowest of the compared OMol25 structures with the same formula, charge and spin? In order: 224.8; 0.0 kJ/mol.
Energy? In order: -484.4730; -3367.6084 Eh.